(1)
# C4H8N2S2

The molecule C4H8N2S2 (wB97M-V/def2-TZVPD, the OMol25 dataset).

- net charge = 0
- SMILES = S=CNN1CC(S)C1

Geometry as XYZ:
```
16
Properties=species:S:1:pos:R:3:forces:R:3
H 0.708137 -1.137427 1.613504 -0.173 -0.224 -0.421
H -3.518052 -0.436900 -0.017101 -0.303 0.454 0.085
H 2.665664 -0.725854 0.062143 -0.918 0.541 -0.064
C 1.769603 -0.061025 -0.027185 0.358 0.032 0.527
H 1.383749 2.402472 -0.337827 0.232 -0.749 0.202
C 0.684512 -0.447810 -1.080636 0.267 0.099 1.388
S 2.460027 1.625236 -0.005001 0.036 0.257 -0.626
H 0.738763 -1.495704 -1.381415 -0.094 -0.139 0.087
C 0.657958 -0.195484 1.039587 0.487 -0.262 1.251
C -2.619399 0.182038 -0.010648 -0.068 0.944 0.092
S -2.555822 1.835725 -0.053146 -0.446 -1.006 -0.122
H -1.729408 -1.589022 0.279628 0.193 -0.917 0.023
H 0.644598 0.197015 -1.916441 -0.188 0.560 -1.074
N -0.297360 -0.110223 -0.024755 -0.138 -0.451 -0.622
H 0.570276 0.590571 1.802423 0.128 0.034 -0.358
N -1.563246 -0.633608 0.056863 0.628 0.830 -0.369
```
Forces are in eV/Å.


(2)
# C4H8N3

A cluster of 2 separate species, C4H8N3 in total (wB97M-V/def2-TZVPD, the OMol25 dataset).

- net charge = +1

Geometry as XYZ:
```
15
Properties=species:S:1:pos:R:3:forces:R:3
H 2.003323 0.447695 -1.604105 -1.861 0.392 0.667
H -2.599556 -3.190771 -0.919294 1.007 1.194 1.486
H 0.398484 1.536255 -1.725386 1.884 -0.925 0.981
C -2.465902 -2.558546 0.050480 -1.360 -1.120 -2.721
N 0.108931 -0.076931 -0.585769 -1.875 -1.006 3.493
H -0.594911 0.852039 1.477852 0.640 -0.466 -1.505
H -3.257660 -2.781045 0.758075 0.021 -0.217 0.695
N -1.878289 -1.516545 0.334067 2.170 1.534 -0.874
N -0.615874 -0.855619 -1.096084 -1.960 -2.122 0.057
H 1.096290 2.385253 0.716979 0.842 -0.825 -0.871
C 1.074489 0.847175 -1.048882 0.788 3.268 -3.123
C 0.270873 0.412641 0.892645 -0.608 -0.494 0.924
H 0.584363 -0.437663 1.464678 0.287 -0.548 0.253
H 2.393471 1.029095 0.501438 -0.287 0.420 1.249
C 1.350498 1.341160 0.397407 0.312 0.915 -0.711
```
Forces are in eV/Å.


Energy relative to the best compared isomer or geometry (same formula, charge and spin) for every record listed, in sequence, given in kJ/mol: 219.0; 725.8.
Molar mass for every record listed, in sequence, given in g/mol: 148.256; 98.129.
F_max for every record listed, in sequence, given in eV/A: 1.42; 4.59.